{
  "formula": "C19H49MnO21S6",
  "method": "the ωB97M-V functional and the def2-TZVPD basis",
  "e_lumo_ev": [-4.1, -4.4],
  "multiplicity": 6,
  "e_homo_ev": [-12.836, -12.836],
  "charge": 1,
  "s_squared": 8.75,
  "e_above_lowest_kj_mol": 178.4,
  "orbital_gap_ev": [8.690, 8.482],
  "symbols": ["Mn", "O", "C", "O", "O", "H", "O", "S", "O", "O", "C", "C", "C", "H", "H", "H", "H", "H", "H", "H", "H", "O", "S", "O", "O", "C", "C", "C", "H", "H", "H", "H", "H", "H", "H", "H", "O", "S", "O", "O", "C", "C", "C", "H", "H", "H", "H", "H", "H", "H", "H", "O", "S", "O", "O", "C", "C", "C", "H", "H", "H", "H", "H", "H", "H", "H", "O", "S", "O", "O", "C", "C", "C", "H", "H", "H", "H", "H", "H", "H", "H", "O", "S", "O", "O", "C", "C", "C", "H", "H", "H", "H", "H", "H", "H", "H"],
  "coordinates": [[6.565, 15.287, 8.971], [9.107, 12.693, 7.439], [8.121, 13.410, 7.983], [7.773, 14.506, 7.438], [7.414, 13.055, 8.967], [9.431, 13.369, 6.812], [8.836, 7.816, 6.828], [7.550, 8.296, 6.378], [7.270, 8.527, 4.986], [6.427, 7.303, 6.979], [6.781, 6.527, 8.135], [5.570, 5.720, 8.541], [7.164, 9.758, 7.352], [7.037, 7.154, 8.993], [7.644, 5.902, 7.909], [4.703, 6.388, 8.522], [5.732, 5.255, 9.511], [5.237, 4.927, 7.867], [7.489, 9.629, 8.376], [6.099, 9.973, 7.297], [7.676, 10.559, 6.818], [12.806, 10.844, 0.219], [13.087, 11.210, 1.581], [13.869, 12.374, 1.871], [11.635, 11.407, 2.337], [11.729, 12.150, 3.554], [10.357, 12.050, 4.199], [13.827, 9.848, 2.497], [11.953, 13.203, 3.369], [12.505, 11.783, 4.230], [10.357, 12.453, 5.206], [10.055, 10.999, 4.167], [9.599, 12.484, 3.544], [14.070, 10.148, 3.513], [14.709, 9.526, 1.951], [13.117, 9.025, 2.574], [5.841, 14.400, 10.853], [4.744, 13.731, 11.520], [4.755, 13.620, 12.961], [3.444, 14.553, 11.056], [2.125, 14.088, 11.392], [1.276, 15.318, 11.664], [4.390, 12.114, 10.767], [2.140, 13.469, 12.293], [1.785, 13.507, 10.533], [1.839, 15.941, 12.362], [0.325, 15.149, 12.163], [1.126, 15.866, 10.735], [3.585, 11.622, 11.304], [5.244, 11.438, 10.796], [4.158, 12.310, 9.721], [9.077, 17.418, 8.017], [10.468, 17.167, 7.702], [11.464, 17.910, 8.440], [10.768, 15.609, 7.923], [12.092, 15.202, 8.228], [12.158, 13.702, 8.368], [10.768, 17.278, 5.924], [12.464, 15.694, 9.128], [12.862, 15.520, 7.512], [11.927, 13.217, 7.411], [11.378, 13.292, 9.013], [13.136, 13.336, 8.668], [9.933, 17.776, 5.439], [10.873, 16.281, 5.505], [11.703, 17.826, 5.845], [6.615, 9.208, 10.957], [7.565, 9.898, 11.790], [7.120, 10.946, 12.636], [8.339, 8.851, 12.721], [9.158, 7.803, 12.161], [9.439, 6.765, 13.228], [8.996, 10.383, 10.736], [10.089, 8.248, 11.805], [8.615, 7.343, 11.331], [9.796, 7.175, 14.167], [10.167, 6.111, 12.741], [8.542, 6.175, 13.413], [9.810, 10.734, 11.365], [8.592, 11.158, 10.081], [9.326, 9.548, 10.124], [8.119, 15.749, 10.361], [9.100, 15.578, 11.415], [10.487, 15.494, 11.061], [8.876, 16.751, 12.499], [9.100, 18.080, 11.946], [9.593, 18.964, 13.094], [8.608, 14.215, 12.376], [8.143, 18.439, 11.567], [9.836, 18.062, 11.141], [9.841, 19.951, 12.712], [10.487, 18.492, 13.497], [8.820, 19.039, 13.856], [9.323, 14.140, 13.196], [8.645, 13.303, 11.784], [7.626, 14.405, 12.798]],
  "atomic_forces_ev_per_a": [[1.88, -1.64, 0.52], [-0.50, 1.19, 0.36], [-2.58, 0.03, 1.12], [0.41, 1.32, -0.85], [1.15, -0.77, 0.01], [0.47, -0.62, -0.21], [-0.47, 0.32, -0.53], [-0.28, -0.18, 0.89], [0.06, -0.24, 1.27], [0.43, 0.44, -0.83], [0.07, -0.78, 0.44], [-0.77, -0.03, -0.54], [0.00, 0.06, -1.15], [0.07, 0.38, -0.25], [-0.02, 0.03, -0.10], [0.08, 0.06, 0.64], [-0.12, 0.24, 0.13], [0.66, -0.02, -0.26], [0.09, -0.05, 0.01], [-0.06, -0.25, 0.00], [0.23, 0.09, 0.37], [0.02, -0.01, 1.34], [-0.50, 0.02, -0.13], [0.00, -0.02, -0.06], [1.56, -0.32, -0.68], [-0.72, 0.75, 0.70], [-0.14, -0.91, -1.00], [-0.73, -0.15, -0.16], [0.19, -0.13, -0.34], [0.02, -0.30, -0.18], [-0.10, -0.01, 0.00], [0.16, -0.05, 0.67], [0.13, 0.58, 0.26], [0.14, 0.33, -0.14], [0.04, 0.14, -0.02], [-0.04, 0.04, -0.30], [-0.19, 0.54, -0.53], [-2.42, -1.49, 1.49], [0.40, 0.27, -1.77], [1.75, 0.05, -0.15], [-1.01, -0.20, 0.52], [0.60, 0.36, -0.01], [0.72, 0.48, -0.07], [0.27, -0.09, -0.13], [-0.15, -0.03, 0.16], [0.01, 0.12, -0.14], [-0.06, -0.49, -0.29], [-0.14, 0.12, 0.11], [-0.18, 0.33, 0.05], [0.24, 0.34, 0.24], [-0.20, 0.00, 0.04], [0.83, -0.66, -0.48], [0.20, 0.36, 0.55], [-0.65, -0.42, -0.76], [-0.96, 0.19, -0.18], [2.11, -0.03, 0.88], [-0.98, -0.65, -0.70], [-0.02, 0.13, 0.56], [-0.59, -0.05, 0.28], [-0.64, 0.07, -0.60], [0.24, 0.14, -0.12], [0.22, 0.30, 0.41], [0.05, 0.27, 0.17], [0.07, 0.21, 0.12], [0.00, -0.05, 0.16], [-0.09, 0.09, -0.25], [0.13, 0.28, 0.09], [2.37, -1.82, -1.09], [-0.04, 0.59, 0.24], [-0.86, 0.82, 0.35], [-0.16, -0.10, 0.10], [-0.39, -0.12, -0.79], [-1.35, 0.34, 0.27], [-0.05, 0.00, -0.02], [0.12, 0.04, -0.07], [0.22, 0.08, -0.10], [0.16, -0.15, 0.50], [0.01, 0.04, 0.13], [-0.11, 0.12, 0.08], [0.22, 0.16, 0.03], [-0.20, -0.14, 0.11], [-0.28, 0.49, -0.74], [0.60, 0.49, 1.40], [-0.88, 0.09, -0.19], [0.20, -1.27, -1.33], [0.02, 1.10, 0.47], [-0.13, -0.72, -0.56], [0.26, -0.09, 0.83], [0.04, -0.08, -0.13], [-0.03, -0.23, -0.01], [-0.02, 0.04, 0.03], [0.03, 0.20, 0.20], [0.09, 0.07, 0.11], [0.03, -0.01, -0.07], [-0.14, 0.13, -0.20], [-0.10, -0.08, -0.19]]
}